The following is a DFT calculation (the ωB97M-V functional and the def2-TZVPD basis) of 2 unconnected molecules or ions with the total composition C6H14NO in a non-equilibrium geometry.

Last column: natural (NBO) charge in e.
Geometry (Å):
C: -0.966 0.804 2.210  -0.467
C: -1.126 -0.355 1.544  0.287
O: -0.040 -1.169 1.184  -0.738
C: -2.421 -1.013 1.202  -0.691
H: -1.852 1.376 2.484  0.228
H: -0.007 1.234 2.427  0.217
H: -0.389 -2.072 1.123  0.494
H: -3.289 -0.353 1.526  0.255
H: -2.433 -1.122 0.112  0.212
H: -2.582 -2.035 1.658  0.236
C: 2.371 1.483 -0.776  -0.638
C: 1.036 1.271 -1.506  -0.242
C: 0.368 -0.849 -2.366  0.094
N: 0.661 -0.134 -1.353  -0.405
H: 2.265 1.091 0.254  0.225
H: 3.244 0.938 -1.223  0.235
H: 2.609 2.572 -0.663  0.260
H: 0.229 1.865 -0.926  0.248
H: 0.957 1.550 -2.572  0.227
H: 0.086 -1.928 -2.249  0.242
H: 0.460 -0.312 -3.398  0.237
H: 0.815 -0.565 -0.403  0.483

Forces on atoms 1 to 6 (eV/Å):
-0.564 -0.935 -1.115
0.025 0.227 1.370
0.035 0.227 -0.156
-1.408 0.447 0.486
0.285 -0.204 -0.135
0.348 -0.068 0.157

Calculated values
DFT total energy = -366.7075 Ha
Spin multiplicity = 1
Total charge = +1